1.
{
  "formula": "C21H57N3O24S6",
  "method": "the ωB97M-V functional and the def2-TZVPD basis",
  "elements": ["S", "S", "S", "S", "S", "S", "O", "O", "O", "O", "O", "O", "O", "O", "O", "O", "O", "O", "O", "O", "O", "O", "O", "O", "O", "O", "O", "O", "O", "O", "N", "N", "N", "C", "C", "C", "C", "C", "C", "C", "C", "C", "C", "C", "C", "C", "C", "C", "C", "C", "C", "C", "C", "C", "H", "H", "H", "H", "H", "H", "H", "H", "H", "H", "H", "H", "H", "H", "H", "H", "H", "H", "H", "H", "H", "H", "H", "H", "H", "H", "H", "H", "H", "H", "H", "H", "H", "H", "H", "H", "H", "H", "H", "H", "H", "H", "H", "H", "H", "H", "H", "H", "H", "H", "H", "H", "H", "H", "H", "H", "H"],
  "xyz": [[0.52, -16.21, 25.02], [0.75, -20.01, 19.61], [-5.25, -18.17, 25.86], [2.56, -13.33, 18.89], [0.53, -12.64, 11.41], [-8.10, -13.57, 16.17], [-2.23, -11.62, 23.16], [-4.37, -12.89, 18.96], [-4.39, -18.21, 27.00], [-7.18, -14.15, 15.25], [1.93, -20.66, 20.21], [0.47, -11.18, 11.20], [-0.40, -19.59, 20.40], [-1.31, -9.67, 18.33], [-7.89, -11.93, 16.28], [-3.44, -13.38, 22.80], [3.15, -14.06, 17.44], [1.64, -13.40, 10.84], [-0.37, -16.47, 26.15], [-9.50, -13.88, 16.11], [0.12, -13.11, 12.90], [-6.57, -17.59, 26.05], [1.37, -17.32, 24.52], [3.27, -12.06, 19.04], [-0.23, -15.38, 23.78], [0.36, -10.88, 17.59], [-2.59, -13.55, 17.79], [1.20, -18.68, 18.76], [1.10, -13.55, 19.03], [-4.47, -17.43, 24.68], [-2.73, -12.71, 23.51], [-3.21, -13.36, 18.78], [-0.33, -10.41, 18.48], [-0.28, -16.65, 18.72], [1.17, -14.35, 15.99], [-6.60, -11.38, 16.13], [0.03, -21.12, 18.36], [-1.71, -12.89, 14.50], [0.26, -17.91, 18.01], [1.56, -14.89, 25.67], [3.42, -14.55, 19.96], [-0.56, -12.15, 13.77], [-2.65, -17.51, 23.03], [2.34, -15.05, 16.74], [-6.75, -10.14, 15.17], [0.45, -15.24, 22.58], [-1.03, -13.32, 10.61], [-2.58, -13.18, 24.87], [0.18, -10.73, 19.86], [0.81, -13.78, 22.50], [-5.28, -19.85, 25.13], [-3.03, -17.59, 24.54], [-7.52, -14.00, 17.92], [-2.44, -13.79, 20.02], [-2.95, -14.58, 20.56], [2.08, -15.90, 17.37], [-1.05, -16.05, 18.23], [-6.46, -13.72, 17.95], [-2.25, -12.21, 15.16], [0.46, -15.16, 15.81], [1.38, -13.87, 15.04], [-0.83, -14.34, 10.28], [3.44, -14.14, 20.97], [-1.48, -14.22, 19.73], [-3.52, -13.44, 25.36], [-0.62, -16.84, 19.73], [-2.98, -16.62, 22.52], [0.48, -13.81, 16.64], [-7.42, -10.43, 14.36], [-2.71, -18.49, 25.07], [2.12, -14.41, 24.87], [2.94, -15.52, 15.97], [1.25, -15.98, 22.56], [-1.26, -13.60, 15.18], [2.93, -15.52, 19.82], [-1.98, -14.09, 24.91], [-1.83, -13.32, 11.36], [-1.29, -12.58, 9.86], [-2.62, -16.69, 25.00], [-0.65, -18.48, 17.82], [-5.89, -20.45, 25.80], [-7.76, -15.04, 18.12], [-5.81, -9.80, 14.74], [-4.24, -20.18, 25.08], [-1.56, -17.52, 22.93], [-1.99, -12.41, 25.38], [-0.15, -15.54, 21.72], [1.63, -13.51, 23.18], [1.24, -10.71, 20.11], [0.69, -17.67, 17.04], [-5.59, -19.81, 24.08], [0.40, -22.11, 18.63], [1.23, -14.31, 26.53], [-0.11, -11.78, 19.97], [-2.40, -13.42, 13.84], [-0.37, -10.18, 20.62], [-1.05, -21.02, 18.46], [-2.34, -12.81, 20.48], [0.07, -11.62, 14.48], [-5.80, -12.09, 15.89], [1.15, -13.52, 21.50], [-8.02, -13.43, 18.70], [-0.99, -11.33, 13.19], [-7.22, -9.31, 15.69], [-3.15, -18.37, 22.58], [0.01, -13.04, 22.41], [4.44, -14.62, 19.57], [0.43, -20.90, 17.37], [0.53, -15.96, 18.96], [2.36, -15.48, 26.13], [-6.39, -11.01, 17.13]],
  "charge": 1,
  "homo_lumo_gap_ev": [9.52, 2.17],
  "s_squared": 0.7555,
  "spin_multiplicity": 2,
  "homo_energy_ev": [-12.46, -12.46]
}

=====

2.
{
  "formula": "C33H41Cl4GeIN5O6PTi",
  "method": "the ωB97M-V functional and the def2-TZVPD basis",
  "elements": ["I", "Ge", "Ti", "Cl", "Cl", "Cl", "Cl", "P", "O", "O", "O", "O", "O", "O", "N", "N", "N", "N", "N", "C", "C", "C", "C", "C", "C", "C", "C", "C", "C", "C", "C", "C", "C", "C", "C", "C", "C", "C", "C", "C", "C", "C", "C", "C", "C", "C", "C", "C", "C", "C", "C", "C", "H", "H", "H", "H", "H", "H", "H", "H", "H", "H", "H", "H", "H", "H", "H", "H", "H", "H", "H", "H", "H", "H", "H", "H", "H", "H", "H", "H", "H", "H", "H", "H", "H", "H", "H", "H", "H", "H", "H", "H", "H"],
  "xyz": [[0.09, 5.81, -2.95], [-1.84, 4.48, -3.91], [-1.75, 0.50, -2.06], [5.35, -0.54, -1.72], [-1.10, 3.40, -5.66], [-3.35, 5.82, -4.66], [-3.40, 1.05, -3.62], [-1.34, -1.19, -3.98], [-1.77, 2.42, -1.54], [-0.06, 0.78, -2.57], [2.36, 1.63, 4.38], [-2.72, -1.51, -1.45], [-4.40, -2.55, -0.40], [-3.00, 4.22, -1.00], [1.91, 0.69, -1.39], [0.55, -0.97, 1.28], [-0.86, 0.04, -0.13], [-3.49, 0.80, -0.71], [0.54, 0.37, 1.49], [-2.69, -2.21, -4.63], [1.43, 0.66, 3.88], [4.86, 0.11, 2.20], [-2.81, 3.03, -1.03], [4.85, -0.69, -0.05], [-0.31, -1.13, 0.31], [0.18, 1.00, 6.06], [-5.43, 0.03, 0.43], [0.02, 0.90, 4.53], [1.68, 2.16, -3.32], [3.99, -0.91, 2.58], [-0.28, 0.96, 0.63], [-0.97, -0.23, 4.23], [1.22, 1.25, -2.47], [-0.57, 2.23, 4.06], [-5.76, 1.35, 0.72], [0.56, -4.38, -2.27], [2.26, -2.84, -2.96], [5.30, 0.23, 0.88], [-4.94, 2.38, 0.28], [-4.28, -0.19, -0.30], [1.28, -2.00, -3.49], [4.01, -1.73, 0.31], [1.90, -4.03, -2.35], [-0.42, -3.55, -2.79], [3.46, -0.99, 3.99], [1.94, -0.77, 4.13], [-3.80, 2.05, -0.44], [1.47, 1.04, 2.38], [3.59, -1.83, 1.62], [-0.65, -0.35, -5.43], [-3.74, -1.48, -0.77], [-0.06, -2.35, -3.41], [-3.18, -2.76, -3.84], [-3.98, -3.35, -0.76], [3.69, -2.45, -0.43], [-0.53, -2.10, -0.12], [-5.16, 3.42, 0.47], [-6.05, -0.80, 0.75], [-0.63, -1.19, 4.63], [2.47, 0.86, 2.00], [2.92, -2.63, 1.90], [5.19, 0.84, 2.93], [3.68, -1.98, 4.39], [1.27, 2.10, 2.29], [-2.31, -2.90, -5.39], [1.85, -0.33, -1.37], [0.15, 3.05, 4.16], [-1.44, 2.48, 4.67], [-1.43, 0.30, -5.84], [-1.92, 0.01, 4.71], [0.27, -5.32, -1.80], [0.72, 1.89, 6.36], [1.59, -1.08, -3.97], [1.03, 2.61, -4.05], [1.67, -1.05, 5.15], [0.19, 0.28, -5.14], [-0.81, 1.07, 6.51], [0.67, 0.12, 6.49], [2.66, -4.68, -1.95], [4.00, -0.28, 4.62], [-0.41, 2.02, 0.55], [3.30, -2.56, -3.05], [-1.46, -3.85, -2.74], [-0.92, 2.19, 3.02], [1.41, -1.46, 3.48], [-0.34, -1.08, -6.18], [2.71, 2.49, -3.26], [2.51, 1.46, 5.31], [-6.65, 1.57, 1.29], [-1.16, -0.35, 3.16], [-3.42, -1.54, -5.09], [2.88, 0.97, -1.38], [5.97, 1.02, 0.59]],
  "charge": 1,
  "homo_lumo_gap_ev": [6.10, 6.70],
  "s_squared": 0.7560,
  "spin_multiplicity": 2,
  "homo_energy_ev": [-10.07, -10.67],
  "relative_energy_kcal_mol": 19.4
}

=====

3.
{
  "formula": "C20H19ClN2O4S",
  "method": "the ωB97M-V functional and the def2-TZVPD basis",
  "elements": ["Cl", "S", "O", "O", "O", "O", "N", "N", "C", "C", "C", "C", "C", "C", "C", "C", "C", "C", "C", "C", "C", "C", "C", "C", "C", "C", "C", "C", "H", "H", "H", "H", "H", "H", "H", "H", "H", "H", "H", "H", "H", "H", "H", "H", "H", "H", "H"],
  "xyz": [[1.95, 4.03, 0.52], [1.84, -0.28, 3.25], [4.04, 2.47, 1.82], [4.04, -1.16, -1.22], [0.39, -0.28, -2.78], [2.51, -0.96, -3.33], [-0.61, 1.50, 1.42], [-1.28, 3.55, 0.73], [1.55, -1.29, 4.64], [2.32, 0.48, -1.49], [4.02, 0.68, 0.25], [-0.86, 2.28, 2.57], [-1.25, 3.50, 2.13], [3.46, 0.00, -0.81], [-0.90, 2.34, 0.33], [-0.76, 2.02, -1.10], [-0.31, 0.03, 1.39], [0.60, 2.40, -1.78], [-1.95, -1.82, 3.45], [-2.96, -1.21, 2.73], [1.74, -0.29, -2.62], [0.17, -0.51, 2.72], [-0.14, -0.84, -3.96], [1.80, 1.77, -1.10], [-0.56, -1.35, 3.57], [3.51, 1.88, 0.67], [0.28, -1.76, 4.68], [2.48, 2.46, -0.03], [3.52, 3.26, 1.97], [-1.21, -0.49, 1.03], [-0.16, -2.41, 5.44], [4.85, 0.28, 0.76], [0.59, 2.23, -2.88], [3.58, -1.49, -2.02], [2.32, -1.57, 5.40], [-1.57, 4.33, 2.71], [0.66, 3.50, -1.67], [-2.91, -0.20, 2.29], [-2.27, -2.73, 3.98], [-1.24, -0.65, -4.03], [-1.60, 2.48, -1.68], [-0.90, 0.93, -1.18], [0.47, -0.18, 0.60], [0.36, -0.44, -4.85], [0.02, -1.95, -3.95], [-3.97, -1.64, 2.70], [-0.78, 1.98, 3.63]],
  "homo_lumo_gap_ev": 8.77,
  "spin_multiplicity": 1,
  "homo_energy_ev": -8.54,
  "relative_energy_kcal_mol": 31.4
}

=====

4.
{
  "formula": "H3N2P",
  "method": "the ωB97M-V functional and the def2-TZVPD basis",
  "elements": ["P", "N", "N", "H", "H", "H"],
  "xyz": [[1.13, 0.51, 0.39], [-0.20, 0.16, -0.61], [0.05, -0.84, 0.37], [0.55, -0.16, -1.97], [0.41, 1.35, 1.17], [-0.67, -1.15, 1.01]],
  "homo_lumo_gap_ev": 9.22,
  "spin_multiplicity": 1,
  "homo_energy_ev": -9.15,
  "relative_energy_kcal_mol": 106.1
}